1.
{
  "formula": "C10H5N10O3S2Ta",
  "method": "ωB97M-V/def2-TZVPD",
  "lumo_ev": [-9.700, -9.788],
  "total_charge": 2,
  "homo_ha": [-0.5427, -0.5356],
  "spin_multiplicity": 1,
  "total_energy_ha": -2008.86842,
  "symbols": ["Ta", "N", "C", "N", "N", "N", "N", "C", "N", "N", "N", "N", "H", "O", "C", "O", "S", "O", "N", "C", "S", "C", "C", "C", "C", "C", "C", "H", "H", "H", "H"],
  "coordinates": [[0.422678, 0.165408, 1.222250], [-2.039375, 0.493290, 4.256072], [-1.300233, -0.578156, 4.006020], [-1.401943, -1.908158, 4.666059], [-0.564730, -2.598964, 4.280402], [0.563595, -2.059437, 2.976453], [0.062763, -0.680940, 2.724196], [-2.080312, 1.399007, 3.055198], [-2.275471, 2.575707, 3.071542], [-1.846149, 3.315990, 2.251355], [-0.650937, 2.623166, 1.718451], [-0.717844, 1.431325, 2.162899], [-2.481200, 0.402554, 5.040612], [3.164872, 1.947292, 2.483058], [1.885269, 1.254467, 2.928803], [2.028733, -1.007573, 0.169229], [1.380959, -0.085510, -0.961834], [1.596803, 1.050751, -0.051196], [-0.285280, -0.125170, -0.313653], [-0.961803, -0.450062, -1.475778], [-2.869672, -0.264413, -1.387445], [-0.203649, -0.516111, -2.769131], [-0.302289, -0.553013, -4.024061], [0.414382, -0.720003, -5.137282], [1.590876, -0.699980, -4.762522], [2.156759, -0.548458, -3.676066], [1.073895, -0.515314, -2.761545], [-1.806498, -0.517807, -4.264280], [-0.219466, -1.143439, -6.012495], [2.231723, -0.724095, -5.996553], [3.433542, -0.962355, -3.418760]],
  "forces_ev_per_angstrom": [[5.799, 3.646, 7.882], [5.457, -1.238, -9.207], [0.341, 0.306, -0.513], [-0.945, 5.885, -1.450], [5.098, -3.934, -2.350], [-3.078, 3.447, 1.108], [-4.365, -10.667, 9.276], [4.874, -6.452, 1.985], [-6.878, 2.826, 3.930], [5.339, 4.300, -3.659], [-2.432, -0.004, -0.742], [-3.487, 1.845, 1.723], [-4.582, 0.551, 5.806], [-12.580, -6.784, 4.688], [13.643, 7.294, -4.578], [-0.894, -1.266, -3.488], [3.162, -3.562, 5.503], [3.469, 7.120, -3.251], [-4.864, -4.139, -13.007], [-8.993, 1.436, -0.246], [6.258, -0.900, -0.604], [-2.160, 0.601, 7.015], [-14.019, -0.503, -7.217], [-10.685, -1.476, -2.183], [10.202, -1.175, -14.805], [6.214, -1.079, 10.047], [8.964, 0.918, 3.439], [3.971, -0.204, 0.571], [2.062, 1.493, 0.865], [-0.578, -0.325, 4.126], [-4.311, 2.040, -0.662]]
}

2.
{
  "formula": "C24H33CdNO5P2S2Se3Te",
  "method": "ωB97M-V/def2-TZVPD",
  "relative_energy_ev": 1.102,
  "lumo_ev": 3.867,
  "total_charge": -2,
  "homo_ha": -0.0798,
  "spin_multiplicity": 1,
  "total_energy_ha": -10484.63526,
  "symbols": ["Cd", "C", "C", "C", "C", "C", "C", "C", "C", "C", "C", "C", "C", "C", "C", "C", "N", "H", "H", "H", "H", "H", "H", "H", "H", "H", "H", "Se", "Se", "Te", "Se", "C", "O", "P", "O", "C", "O", "C", "H", "H", "H", "H", "H", "H", "H", "H", "H", "C", "C", "C", "O", "P", "S", "S", "O", "C", "C", "C", "H", "H", "H", "H", "H", "H", "H", "H", "H", "H", "H", "H", "H", "H"],
  "coordinates": [[-1.308560, -1.406123, 0.687874], [2.559022, -0.453577, 2.890549], [2.103682, 0.148004, 4.044612], [0.781363, 0.415888, 4.151919], [-0.161847, 0.060769, 3.193358], [0.231664, -0.735969, 2.043471], [1.657750, -0.907760, 1.945452], [-1.643225, 0.295039, 3.500200], [-2.068598, 0.026403, 4.823929], [-3.322915, 0.408824, 5.097417], [-4.150902, 1.035783, 4.122627], [-5.424752, 1.564641, 4.450157], [-6.188699, 2.071789, 3.482769], [-5.835607, 2.094133, 2.102158], [-4.544625, 1.667947, 1.813603], [-3.674334, 1.117610, 2.784781], [-2.436436, 0.778416, 2.486007], [3.629001, -0.577846, 2.678789], [2.762644, 0.599823, 4.716497], [0.426679, 1.058951, 4.945432], [2.076339, -1.335226, 1.043505], [-1.400017, -0.450885, 5.537507], [-3.694176, 0.192023, 6.068540], [-5.561210, 1.537794, 5.512210], [-7.112720, 2.620006, 3.665554], [-6.416797, 2.564519, 1.347959], [-4.246736, 1.780843, 0.783442], [-5.501245, -2.248428, 2.008739], [-3.221601, -2.551927, 2.604636], [-1.897865, -4.485679, 1.474579], [-1.781011, -3.525097, -0.909020], [-0.880416, 2.492475, -0.042108], [-2.081605, 1.998050, -0.781068], [-2.234633, 0.359222, -1.080611], [-3.637104, 0.299368, -1.804047], [-4.793707, -0.285635, -1.080426], [-1.142319, 0.313619, -2.290856], [-1.157172, -0.819092, -3.132742], [0.004107, 2.189562, -0.539429], [-0.812605, 2.032693, 0.902148], [-1.009420, 3.562049, 0.074703], [-5.486106, 0.519619, -0.718105], [-4.430819, -0.849572, -0.204827], [-5.284519, -0.996732, -1.697127], [-0.193735, -0.900686, -3.606417], [-2.010936, -0.836100, -3.740724], [-1.187345, -1.717867, -2.514690], [2.065591, -2.636253, -1.846969], [3.020133, -2.867124, -3.001719], [2.270907, -3.025265, -4.337766], [4.015435, -1.868761, -2.983876], [3.981250, -0.393709, -3.539486], [4.630895, -0.295027, -5.410053], [2.399190, 0.659838, -3.090134], [5.202169, 0.167671, -2.680293], [5.278813, 1.572728, -2.474595], [5.764442, 2.348925, -3.645078], [6.302347, 1.750929, -1.345332], [1.392124, -3.500929, -1.822568], [1.449327, -1.679759, -1.872964], [2.668184, -2.774428, -1.003519], [3.503740, -3.882368, -2.885391], [1.889619, -2.065060, -4.570738], [1.483618, -3.733671, -4.057611], [2.899394, -3.352584, -5.157107], [4.240452, 1.841663, -2.093399], [6.648930, 1.949016, -4.077016], [5.894790, 3.389413, -3.310227], [4.989672, 2.362111, -4.478385], [7.246584, 1.100296, -1.480853], [5.842912, 1.426408, -0.404348], [6.623581, 2.784264, -1.273479]],
  "forces_ev_per_angstrom": [[-0.169, -0.129, -0.178], [0.520, -0.579, -0.397], [0.323, 0.074, -1.184], [-1.754, 0.855, 0.268], [-0.780, -2.067, -1.367], [1.205, 1.435, 1.477], [-1.465, 0.176, -0.521], [0.974, 0.786, -2.041], [0.627, 0.293, -1.275], [-1.153, 0.471, -0.177], [0.254, -0.536, -0.129], [1.902, -0.912, 0.437], [-2.328, 1.542, -1.412], [3.053, -0.876, 1.649], [-1.568, 0.391, -0.912], [-1.490, 0.448, 1.297], [3.180, -1.353, 1.593], [-0.410, 0.049, 0.257], [1.078, 0.350, 1.145], [0.041, -0.066, 0.415], [-0.118, -0.252, -0.053], [-0.230, 0.101, -0.235], [-0.648, 0.110, 0.787], [-1.038, 0.314, 0.351], [-0.058, -0.406, 0.574], [-0.606, 0.160, -0.350], [0.600, -0.160, -0.045], [0.707, -0.318, 0.164], [-0.302, -0.144, -0.386], [-0.600, 0.141, -0.344], [0.058, -0.132, 0.947], [-1.752, -0.555, -1.002], [0.558, -0.876, 0.543], [1.754, 1.967, 0.244], [-1.458, -0.215, -0.062], [1.007, 0.959, 1.225], [-0.952, 0.684, 0.599], [1.199, -1.207, 1.447], [0.885, 0.168, -1.005], [-0.374, -0.559, 1.406], [0.082, 0.049, -0.256], [0.738, -0.673, -0.557], [-0.193, 0.279, -0.157], [-0.349, -0.339, -0.846], [0.154, 0.459, -0.695], [-0.969, 0.196, -1.275], [-0.167, -0.136, 0.019], [-1.438, -0.302, -1.148], [-0.576, -0.908, -0.915], [0.455, -0.170, 1.300], [0.738, -0.921, 0.410], [0.130, 0.942, -1.683], [-0.346, -0.527, -0.387], [-0.970, -0.147, 0.066], [0.735, -0.039, 0.727], [0.009, -0.324, 1.912], [-2.461, 1.230, -1.606], [0.788, -1.369, 0.382], [-0.265, 0.240, -0.004], [1.165, -1.161, 0.019], [0.674, 0.522, 1.791], [0.073, 1.194, 0.421], [-0.826, 0.882, -0.548], [-0.074, 0.067, -0.693], [0.100, -0.205, -0.027], [1.357, 0.356, -0.660], [0.937, -0.368, -0.164], [0.186, -0.210, -0.206], [0.927, -0.033, 0.995], [-1.464, 0.937, -0.112], [0.209, 0.142, -0.007], [-0.030, 0.206, 0.151]]
}

3.
{
  "formula": "C5H12O",
  "method": "ωB97M-V/def2-TZVPD",
  "relative_energy_ev": 3.422,
  "lumo_ev": [0.955, 0.971],
  "total_charge": 0,
  "homo_ha": [-0.2574, -0.2449],
  "spin_multiplicity": 1,
  "total_energy_ha": -272.82292,
  "symbols": ["C", "O", "C", "C", "C", "C", "H", "H", "H", "H", "H", "H", "H", "H", "H", "H", "H", "H"],
  "coordinates": [[-0.405563, -1.170255, 1.779562], [0.554413, -0.867336, 0.919559], [0.826532, 0.278580, 0.395538], [-1.507241, -0.712148, -1.527000], [0.016345, 1.451029, 0.790064], [1.901610, 0.295751, -0.637096], [-1.534069, -0.956026, -0.460487], [-0.901410, -0.381106, 2.327521], [-0.371359, -2.197783, 2.106984], [-2.443590, -1.026553, -1.995212], [-1.380219, 0.366818, -1.658368], [-0.671518, -1.237028, -1.998604], [-1.056784, 1.194361, 0.751920], [0.216442, 1.775358, 1.825509], [0.204139, 2.294795, 0.120315], [2.731852, 0.961244, -0.363413], [2.303256, -0.712263, -0.769432], [1.517166, 0.642564, -1.607359]],
  "forces_ev_per_angstrom": [[-0.215, -0.014, 0.347], [0.239, -0.402, -0.055], [0.017, 0.513, -0.194], [-0.002, 0.017, -0.064], [-0.042, 0.040, -0.007], [0.017, -0.039, -0.012], [-0.034, 0.016, -0.174], [0.079, -0.080, -0.056], [-0.009, 0.147, -0.014], [0.140, 0.056, 0.064], [-0.035, -0.175, -0.021], [-0.128, 0.084, 0.060], [0.149, 0.040, -0.017], [-0.024, -0.089, -0.124], [0.000, -0.124, 0.132], [-0.137, -0.079, -0.015], [-0.056, 0.132, 0.018], [0.040, -0.041, 0.133]]
}

4.
{
  "formula": "C27H19Cl5NO4PSSn",
  "method": "ωB97M-V/def2-TZVPD",
  "lumo_ev": 0.024,
  "total_charge": 0,
  "homo_ha": -0.2991,
  "spin_multiplicity": 1,
  "total_energy_ha": -4650.84857,
  "symbols": ["Sn", "O", "S", "O", "O", "C", "C", "C", "C", "C", "C", "P", "C", "C", "C", "C", "C", "C", "C", "C", "C", "C", "C", "C", "H", "H", "H", "H", "H", "H", "H", "H", "H", "H", "H", "H", "H", "H", "Cl", "C", "C", "Cl", "C", "Cl", "C", "O", "C", "Cl", "C", "Cl", "C", "C", "C", "N", "H", "H", "H", "H", "H"],
  "coordinates": [[0.717920, 1.850509, -0.047747], [0.485525, 0.975888, 2.256034], [1.935085, 0.775022, 2.454431], [2.484550, 1.339036, 3.646647], [2.582163, 1.247680, 1.188634], [2.226648, -0.982656, 2.540681], [3.053978, -1.389203, 3.580192], [3.366237, -2.731815, 3.736435], [2.853391, -3.666529, 2.855962], [2.022136, -3.254970, 1.824222], [1.687233, -1.917556, 1.643629], [0.578508, -1.441972, 0.248032], [1.102268, -2.586654, -1.067263], [0.596178, -3.873619, -1.245928], [1.066134, -4.682068, -2.270143], [2.057671, -4.216509, -3.123566], [2.571842, -2.939485, -2.953189], [2.088343, -2.127157, -1.938071], [-1.036109, -2.078374, 0.796203], [-1.325379, -2.227430, 2.149845], [-2.605303, -2.571805, 2.564208], [-3.607571, -2.782713, 1.630675], [-3.326165, -2.642294, 0.276927], [-2.054491, -2.280361, -0.135337], [3.442823, -0.646137, 4.259879], [4.010657, -3.042706, 4.548188], [3.093148, -4.715578, 2.969795], [1.625323, -3.993595, 1.140182], [-0.176395, -4.246021, -0.583052], [0.660264, -5.677074, -2.398869], [2.424423, -4.847514, -3.922648], [3.342758, -2.570687, -3.616937], [2.491302, -1.126520, -1.823292], [-0.554573, -2.066995, 2.892730], [-2.814258, -2.679683, 3.620508], [-4.603029, -3.059676, 1.952912], [-4.099234, -2.817963, -0.460797], [-1.855639, -2.160049, -1.194708], [0.789556, 9.384522, -0.259567], [0.916448, 7.686935, -0.521077], [0.550948, 6.793025, 0.476664], [-0.028849, 7.367539, 1.993836], [0.651679, 5.427482, 0.244180], [0.179113, 4.302561, 1.490916], [1.118370, 4.884282, -0.960187], [1.209855, 3.604654, -1.178317], [1.481308, 5.820954, -1.953012], [2.052120, 5.190117, -3.451672], [1.381318, 7.184488, -1.738012], [1.834910, 8.281087, -2.988864], [-4.592790, 1.278524, -3.110536], [-4.596256, 1.422334, -1.591151], [-3.253246, 1.272067, -1.013420], [-2.204903, 1.154766, -0.562375], [-5.597731, 1.442400, -3.495534], [-4.268237, 0.282641, -3.407883], [-3.926012, 2.006418, -3.569631], [-5.230486, 0.671037, -1.117290], [-4.975473, 2.397398, -1.282471]],
  "forces_ev_per_angstrom": [[-0.196, -0.419, -0.223], [-0.130, -0.017, 0.107], [-0.078, 0.030, -0.069], [0.022, 0.069, -0.057], [0.025, 0.107, -0.057], [0.028, -0.078, -0.002], [-0.017, -0.112, -0.045], [0.039, 0.046, 0.066], [-0.057, 0.028, -0.047], [0.016, -0.083, 0.019], [0.019, 0.061, 0.004], [0.114, 0.331, 0.036], [0.001, -0.189, 0.004], [-0.054, -0.030, 0.002], [0.022, 0.044, 0.000], [-0.013, -0.014, 0.007], [-0.017, -0.018, -0.012], [0.066, 0.016, -0.042], [0.043, -0.027, 0.146], [-0.053, 0.003, 0.039], [-0.002, -0.013, -0.028], [-0.001, -0.016, -0.022], [0.012, -0.006, 0.032], [-0.024, 0.003, -0.088], [0.007, 0.015, 0.004], [0.006, 0.019, 0.001], [-0.002, -0.006, -0.007], [0.003, -0.010, 0.002], [0.008, 0.015, -0.013], [0.001, -0.007, -0.004], [0.009, 0.000, -0.001], [0.001, 0.004, -0.002], [-0.034, 0.001, 0.042], [0.006, 0.016, -0.014], [-0.002, 0.006, 0.005], [0.000, -0.002, 0.004], [-0.011, 0.012, 0.002], [0.037, 0.020, 0.019], [0.011, -0.034, -0.010], [-0.019, 0.022, 0.030], [-0.016, -0.010, 0.021], [0.023, -0.016, -0.073], [-0.104, -0.150, 0.272], [0.085, -0.006, -0.090], [0.114, 0.271, -0.126], [0.135, 0.179, 0.177], [0.016, -0.203, -0.031], [-0.017, 0.044, 0.049], [0.042, 0.153, -0.121], [-0.021, -0.050, 0.058], [-0.014, 0.000, -0.051], [0.200, -0.059, 0.231], [-0.191, 0.046, -0.054], [-0.030, 0.005, -0.009], [-0.001, -0.010, -0.006], [0.010, -0.001, 0.006], [-0.003, 0.007, 0.005], [-0.027, 0.000, -0.050], [0.009, 0.012, -0.034]]
}

Copy entry 1 word for word.
{
  "formula": "C10H5N10O3S2Ta",
  "method": "ωB97M-V/def2-TZVPD",
  "lumo_ev": [-9.700, -9.788],
  "total_charge": 2,
  "homo_ha": [-0.5427, -0.5356],
  "spin_multiplicity": 1,
  "total_energy_ha": -2008.86842,
  "symbols": ["Ta", "N", "C", "N", "N", "N", "N", "C", "N", "N", "N", "N", "H", "O", "C", "O", "S", "O", "N", "C", "S", "C", "C", "C", "C", "C", "C", "H", "H", "H", "H"],
  "coordinates": [[0.422678, 0.165408, 1.222250], [-2.039375, 0.493290, 4.256072], [-1.300233, -0.578156, 4.006020], [-1.401943, -1.908158, 4.666059], [-0.564730, -2.598964, 4.280402], [0.563595, -2.059437, 2.976453], [0.062763, -0.680940, 2.724196], [-2.080312, 1.399007, 3.055198], [-2.275471, 2.575707, 3.071542], [-1.846149, 3.315990, 2.251355], [-0.650937, 2.623166, 1.718451], [-0.717844, 1.431325, 2.162899], [-2.481200, 0.402554, 5.040612], [3.164872, 1.947292, 2.483058], [1.885269, 1.254467, 2.928803], [2.028733, -1.007573, 0.169229], [1.380959, -0.085510, -0.961834], [1.596803, 1.050751, -0.051196], [-0.285280, -0.125170, -0.313653], [-0.961803, -0.450062, -1.475778], [-2.869672, -0.264413, -1.387445], [-0.203649, -0.516111, -2.769131], [-0.302289, -0.553013, -4.024061], [0.414382, -0.720003, -5.137282], [1.590876, -0.699980, -4.762522], [2.156759, -0.548458, -3.676066], [1.073895, -0.515314, -2.761545], [-1.806498, -0.517807, -4.264280], [-0.219466, -1.143439, -6.012495], [2.231723, -0.724095, -5.996553], [3.433542, -0.962355, -3.418760]],
  "forces_ev_per_angstrom": [[5.799, 3.646, 7.882], [5.457, -1.238, -9.207], [0.341, 0.306, -0.513], [-0.945, 5.885, -1.450], [5.098, -3.934, -2.350], [-3.078, 3.447, 1.108], [-4.365, -10.667, 9.276], [4.874, -6.452, 1.985], [-6.878, 2.826, 3.930], [5.339, 4.300, -3.659], [-2.432, -0.004, -0.742], [-3.487, 1.845, 1.723], [-4.582, 0.551, 5.806], [-12.580, -6.784, 4.688], [13.643, 7.294, -4.578], [-0.894, -1.266, -3.488], [3.162, -3.562, 5.503], [3.469, 7.120, -3.251], [-4.864, -4.139, -13.007], [-8.993, 1.436, -0.246], [6.258, -0.900, -0.604], [-2.160, 0.601, 7.015], [-14.019, -0.503, -7.217], [-10.685, -1.476, -2.183], [10.202, -1.175, -14.805], [6.214, -1.079, 10.047], [8.964, 0.918, 3.439], [3.971, -0.204, 0.571], [2.062, 1.493, 0.865], [-0.578, -0.325, 4.126], [-4.311, 2.040, -0.662]]
}

- Which formula does entry 2 have?
  C24H33CdNO5P2S2Se3Te